{"formula": "C2H5O3", "method": "ωB97M-V with the def2-TZVPD basis set", "elements": ["C", "O", "H", "H", "H", "O", "C", "O", "H", "H"], "coordinates": [[1.02852, 1.33303, 0.84430], [1.84749, 0.18561, 0.99942], [1.68726, 2.19797, 0.93672], [0.61584, 1.28466, -0.16432], [0.16507, 1.40194, 1.50725], [-1.40308, -0.39758, -1.79841], [-1.32142, -0.44997, -0.57138], [-0.51477, -1.06090, 0.17392], [-2.07600, 0.11647, 0.05915], [1.31219, -0.48674, 0.54566]], "homo_energy_ha": -0.1575, "lumo_energy_ha": 0.1578, "orbital_gap_ev": 8.58, "total_charge": -1, "relative_energy_ev": 0.977}



{"formula": "C5H8O2", "method": "ωB97M-V with the def2-TZVPD basis set", "elements": ["O", "C", "C", "C", "C", "O", "C", "H", "H", "H", "H", "H", "H", "H", "H"], "coordinates": [[0.14701, -2.00740, 1.38370], [-0.43830, -0.74352, 1.17698], [0.51206, 0.46074, 0.89913], [0.11816, 0.41294, -0.58582], [0.18895, 1.48522, -1.59035], [1.05802, 0.36140, -1.64004], [-0.90320, -0.70501, -0.30206], [1.06274, -2.03425, 1.08029], [-1.17909, -0.62121, 1.97180], [1.56296, 0.25962, 1.12165], [0.22164, 1.40399, 1.38455], [-0.54540, 1.55096, -2.39634], [0.68012, 2.43390, -1.34967], [-0.53911, -1.68698, -0.53674], [-1.94656, -0.57040, -0.61707]], "homo_energy_ha": -0.3736, "lumo_energy_ha": 0.0341, "orbital_gap_ev": 11.09, "total_charge": 0, "relative_energy_ev": 2.640}



{"formula": "C32H72AlFN3O", "method": "ωB97M-V with the def2-TZVPD basis set", "elements": ["C", "C", "Al", "C", "C", "C", "C", "C", "C", "C", "C", "O", "C", "C", "C", "C", "F", "H", "H", "H", "H", "H", "H", "H", "H", "H", "H", "H", "H", "H", "H", "H", "H", "H", "H", "H", "H", "H", "H", "H", "H", "H", "H", "H", "C", "C", "N", "C", "C", "C", "C", "H", "H", "H", "H", "H", "H", "H", "H", "H", "H", "H", "H", "H", "H", "H", "C", "C", "N", "C", "C", "C", "C", "H", "H", "H", "H", "H", "H", "H", "H", "H", "H", "H", "H", "H", "H", "H", "C", "C", "N", "C", "C", "C", "C", "H", "H", "H", "H", "H", "H", "H", "H", "H", "H", "H", "H", "H", "H", "H"], "coordinates": [[-5.06578, -1.09658, 3.61563], [-5.08193, -0.55011, 2.51507], [-4.87269, 0.21515, 0.63731], [-5.52598, 2.13070, 0.72199], [-7.00109, 2.10416, 1.16516], [-7.88117, 3.18785, 0.51720], [-9.23849, 2.68401, 0.01982], [-9.14687, 1.55625, -0.99337], [-10.52782, 0.95098, -1.24200], [-11.12211, 0.31026, 0.02409], [-11.82913, -0.99913, -0.26300], [-12.61076, -0.95302, -1.44533], [-13.96757, -0.69543, -1.16054], [-2.88010, 0.05073, 0.16817], [-2.55668, -0.03078, -1.32492], [-2.01414, 1.28338, -1.88825], [-3.63755, -0.42163, -2.08506], [-4.76885, -1.54057, 4.51571], [-5.82360, -0.58050, -0.38163], [-5.45428, 2.58054, -0.26612], [-4.93460, 2.67648, 1.44963], [-6.98975, 2.28604, 2.23181], [-7.44307, 1.12621, 0.99929], [-7.35995, 3.70108, -0.28459], [-8.08858, 3.94760, 1.26742], [-9.72772, 3.52211, -0.47296], [-9.83493, 2.42559, 0.89049], [-8.83739, 1.98446, -1.93926], [-8.46379, 0.76969, -0.70081], [-11.18453, 1.74100, -1.59451], [-10.47797, 0.19009, -2.01000], [-10.31485, 0.14621, 0.72644], [-11.80953, 1.01771, 0.48119], [-12.44485, -1.26337, 0.59171], [-11.08540, -1.77920, -0.37670], [-14.10996, 0.24712, -0.63500], [-14.37244, -1.49280, -0.53686], [-14.49932, -0.68516, -2.10284], [-2.32315, 0.87841, 0.59156], [-2.55867, -0.88515, 0.61847], [-1.75469, -0.75540, -1.44910], [-1.30341, 1.06626, -2.67858], [-2.81879, 1.89191, -2.28035], [-1.46863, 1.79492, -1.11345], [0.78759, 1.43980, 1.27301], [1.44687, 0.48798, 0.28999], [2.06436, 1.15646, -0.84183], [2.45891, 0.24462, -1.89930], [3.55385, -0.78843, -1.59841], [3.02487, 2.19090, -0.50923], [4.24609, 1.79621, 0.33684], [0.03965, 2.05848, 0.77677], [0.28388, 0.86778, 2.05269], [1.51035, 2.09344, 1.76653], [0.66893, -0.17716, -0.09499], [2.15966, -0.15076, 0.83766], [2.75862, 0.83234, -2.77233], [1.56133, -0.29591, -2.21540], [4.54462, -0.33379, -1.58535], [3.56284, -1.55022, -2.38192], [3.39062, -1.30035, -0.64986], [2.49385, 2.98984, 0.01368], [3.37006, 2.65141, -1.43905], [3.97859, 1.13456, 1.16176], [4.69612, 2.69288, 0.77139], [5.01787, 1.31048, -0.25906], [6.64373, -0.50735, -4.70323], [7.13609, -1.79782, -4.06620], [6.57855, -2.99598, -4.66295], [6.84828, -4.19746, -3.89273], [8.30589, -4.65472, -3.74366], [6.74547, -3.11619, -6.10036], [8.17428, -3.11103, -6.66417], [5.55517, -0.44460, -4.67263], [7.04586, 0.34642, -4.15608], [6.96860, -0.40716, -5.73993], [6.83887, -1.77474, -3.01408], [8.23799, -1.79703, -4.07825], [6.26204, -5.01830, -4.31465], [6.43841, -4.03991, -2.89022], [8.67992, -5.12354, -4.65267], [8.37399, -5.40034, -2.94866], [8.97113, -3.83341, -3.47652], [6.19071, -2.30295, -6.57418], [6.23587, -4.02515, -6.42938], [8.80167, -2.35352, -6.19274], [8.14444, -2.88864, -7.73317], [8.66136, -4.07860, -6.55508], [3.29729, 1.26056, 4.16869], [3.91064, 0.70496, 5.44369], [4.94740, -0.28128, 5.19971], [5.35577, -0.99185, 6.39806], [6.03705, -0.19619, 7.52015], [6.02105, 0.14451, 4.31929], [6.83990, 1.37945, 4.72334], [2.89313, 0.46160, 3.54521], [2.47988, 1.93769, 4.41907], [4.01852, 1.82991, 3.58021], [3.11461, 0.21977, 6.01477], [4.26653, 1.54590, 6.06023], [6.00898, -1.81880, 6.10522], [4.46229, -1.46732, 6.81474], [7.07188, 0.04226, 7.27867], [6.05202, -0.79439, 8.43395], [5.51013, 0.73064, 7.74719], [5.59393, 0.32986, 3.33060], [6.69902, -0.70029, 4.17245], [6.21080, 2.18652, 5.10060], [7.37411, 1.76447, 3.85181], [7.58983, 1.14539, 5.47743]], "homo_energy_ha": -0.1668, "lumo_energy_ha": 0.0750, "orbital_gap_ev": 6.58, "total_charge": -1}